# C6H8F3N2

An isolated ion of composition C6H8F3N2 and charge +1 in a non-equilibrium geometry (wB97M-V/def2-TZVPD, the Open Molecules 2025 dataset).

Element x y z (Å)
C -0.14 0.50 0.54
C 0.77 1.14 -0.29
C 0.50 -0.29 -2.16
C -2.34 -1.01 2.26
C 2.43 1.26 -2.11
C -1.32 -1.49 1.24
N -0.41 -0.77 0.52
N 1.23 0.76 -1.50
F -0.59 1.16 1.62
F 1.10 2.34 0.14
F 1.15 -0.62 -3.21
H -3.23 -0.71 1.77
H -2.04 -0.27 2.95
H -2.34 -1.78 2.90
H 3.01 0.48 -2.34
H 2.07 1.92 -2.90
H 2.93 2.07 -1.54
H -1.85 -2.22 0.53
H -0.94 -2.47 1.57

Calculated values
E_HOMO: -14.351 eV
LUMO: -6.85 eV
Net charge: +1
Gap between HOMO and LUMO: 7.5 eV
Strongest force on any atom: 6.41 eV/Å
E: -17471.318 eV
Relative energy (zero: lowest compared OMol25 entry of this formula, charge and spin): 7.490 eV

Mulliken atomic charge list, values in e, 5 entries:
1. C 0.453
2. C 0.567
3. C -0.160
4. C -1.159
5. C -0.881